Here is a 2-piece molecular cluster, C6H11Br overall from OMol25. Energies are from ωB97M-V/def2-TZVPD.

Each line ends with the Mulliken charge.
Atoms and positions in Å:
C  1.212  3.080  0.254  -0.49
C  0.938  0.538  0.172  -0.68
C  -0.591  0.010  -1.459  -1.31
C  -1.356  -0.101  1.001  -1.34
C  0.107  -1.941  0.156  -1.65
C  -0.122  -0.410  -0.026  1.32
Br  2.700  0.006  0.107  -0.08
H  2.086  2.851  -0.350  0.29
H  1.510  2.866  1.258  0.34
H  -1.028  1.063  -1.494  0.35
H  -1.390  -0.654  -1.659  0.40
H  0.362  -0.198  -2.092  0.34
H  -1.018  -0.494  1.909  0.48
H  -1.374  1.005  0.800  0.36
H  -2.258  -0.620  0.634  0.32
H  -0.738  -2.400  -0.187  0.45
H  0.841  -2.555  -0.255  0.47
H  0.119  -2.046  1.231  0.44

Calculated values
E_LUMO (alpha / beta), eV: -1.0 / -1.8
<S²>: 2.0147
Energy above the lowest of the compared OMol25 structures with the same formula, charge and spin, kcal/mol: 72.2
Spin multiplicity: 3
HOMO-LUMO gap (alpha / beta), eV: 6.08 / 6.76
Molecular weight, g mol⁻¹: 163.06

---

Here is a 2-piece molecular cluster, C6H11BrN2 overall from OMol25. Energies are from ωB97M-V/def2-TZVPD.

Each line ends with the Mulliken charge.
Atoms and positions in Å:
Br  1.469  0.884  -2.216  -0.68
C  -0.003  -2.837  -0.390  -1.43
C  0.884  -1.720  0.067  0.09
N  0.069  -0.579  0.430  0.17
C  -1.269  -0.373  0.260  -0.40
C  -1.543  0.938  0.308  -0.53
N  -0.321  1.583  0.497  0.15
C  0.601  0.634  0.486  -0.58
C  -0.003  3.007  0.383  -0.80
H  -0.616  -3.243  0.397  0.36
H  0.628  -3.600  -0.900  0.36
H  -0.629  -2.434  -1.206  0.39
H  1.460  -1.396  -0.830  0.22
H  1.406  -2.046  0.943  0.26
H  -1.921  -1.133  -0.014  0.47
H  -2.430  1.531  0.196  0.45
H  1.656  0.818  0.478  0.55
H  1.107  2.982  0.582  0.27
H  -0.403  3.641  1.203  0.33
H  -0.145  3.342  -0.675  0.35

Calculated values
E_LUMO, eV: 0.6
Energy above the lowest of the compared OMol25 structures with the same formula, charge and spin, kcal/mol: 0.0
Spin multiplicity: 1
HOMO-LUMO gap, eV: 8.19
Molecular weight, g mol⁻¹: 191.07

---

Here is C6H11BrN2SSi in the gas phase from OMol25. Energies are from ωB97M-V/def2-TZVPD.

Each line ends with the Mulliken charge.
Atoms and positions in Å:
C  1.176  2.861  -0.546  -1.23
Si  0.173  1.237  -0.421  0.82
C  -0.522  0.988  1.295  -1.09
C  -1.448  0.471  -1.668  -0.52
Br  -3.171  1.379  -0.931  -0.24
S  1.934  -0.104  -0.740  -0.44
C  1.009  -1.519  -0.279  0.35
N  -0.263  -1.610  -0.165  -0.25
C  -0.540  -2.956  0.014  -0.65
C  0.614  -3.612  0.133  -0.31
N  1.619  -2.728  -0.157  -0.08
H  1.170  3.198  -1.533  0.39
H  0.724  3.642  0.110  0.31
H  2.226  2.775  -0.258  0.34
H  -1.212  1.727  1.590  0.47
H  -0.896  -0.068  1.550  0.25
H  0.371  1.060  1.991  0.29
H  -1.545  -0.526  -1.462  0.23
H  -1.398  0.739  -2.825  0.34
H  -1.490  -3.274  0.040  0.53
H  0.718  -4.586  0.650  0.32
H  2.602  -2.916  -0.221  0.17

Calculated values
E_LUMO, eV: 0.5
Energy above the lowest of the compared OMol25 structures with the same formula, charge and spin, kcal/mol: 13.4
Spin multiplicity: 1
HOMO-LUMO gap, eV: 8.79
Molecular weight, g mol⁻¹: 251.23

---

Here is an isolated ion of composition C6H11BrNOS and charge +1 from OMol25. Energies are from ωB97M-V/def2-TZVPD.

Each line ends with the Mulliken charge.
Atoms and positions in Å:
C  1.106  -1.183  -0.065  1.16
C  0.663  1.297  0.434  -0.75
C  -1.075  -0.321  0.416  -0.82
C  -0.396  2.163  -0.225  -0.44
C  -1.944  0.448  -0.571  -0.50
C  0.502  -2.516  -0.189  -1.63
N  0.350  -0.146  0.203  0.12
O  -1.205  1.514  -1.199  -0.43
S  2.899  -1.157  -0.231  0.04
Br  3.935  0.603  0.563  -0.04
H  1.613  1.591  0.010  0.35
H  0.698  1.328  1.486  0.47
H  -1.107  0.160  1.384  0.29
H  -1.261  -1.354  0.371  0.52
H  -1.155  2.458  0.488  0.32
H  0.141  2.959  -0.761  0.35
H  -2.183  -0.157  -1.382  0.38
H  -2.854  0.841  -0.107  0.34
H  1.380  -3.153  -0.487  0.44
H  -0.336  -2.540  -0.914  0.38
H  0.230  -2.835  0.774  0.44

Calculated values
E_LUMO, eV: -4.9
Energy above the lowest of the compared OMol25 structures with the same formula, charge and spin, kcal/mol: 0.0
Net charge: +1
Spin multiplicity: 1
HOMO-LUMO gap, eV: 8.84
Molecular weight, g mol⁻¹: 225.13

---

> Number 3 is which compound?

C6H11BrN2SSi

---

> Look up the molecular weight of the third one.

251.23 g mol⁻¹